No. 1
The following is a DFT calculation (ωB97M-V/def2-TZVPD) of an isolated molecule of C22H19ClN2O2S2.

Geometry as XYZ:
```
48
Properties=species:S:1:pos:R:3
O -0.975 1.273 0.582
C -1.386 0.215 0.179
N -2.120 0.082 -0.990
C -2.549 -1.160 -1.332
S -3.424 -1.525 -2.658
S -2.005 -2.344 -0.150
C -1.176 -1.110 0.789
C -0.377 -1.390 1.830
C 0.306 -0.401 2.657
C 1.686 -0.501 2.830
C 2.374 0.419 3.596
C 1.690 1.447 4.222
C 0.316 1.544 4.094
C -0.371 0.625 3.320
Cl -2.089 0.720 3.251
H -0.230 2.329 4.594
H 2.222 2.171 4.820
H 3.444 0.332 3.703
H 2.218 -1.294 2.327
H -0.195 -2.428 2.077
C -2.322 1.230 -1.847
C -1.281 1.289 -2.973
C 0.115 1.431 -2.369
O 0.593 2.534 -2.223
N 0.743 0.293 -1.933
C 1.941 0.402 -1.180
C 2.038 1.355 -0.170
C 3.187 1.456 0.588
C 4.247 0.595 0.361
C 4.144 -0.365 -0.626
C 3.002 -0.476 -1.411
C 2.946 -1.550 -2.465
C 1.714 -1.411 -3.350
C 0.526 -1.039 -2.465
H 0.465 -1.746 -1.628
H -0.401 -1.095 -3.029
H 1.863 -0.619 -4.087
H 1.513 -2.342 -3.882
H 2.928 -2.525 -1.966
H 3.855 -1.515 -3.069
H 4.965 -1.045 -0.809
H 5.150 0.670 0.949
H 3.249 2.207 1.360
H 1.208 2.013 0.022
H -1.464 2.198 -3.547
H -1.396 0.435 -3.638
H -3.327 1.175 -2.272
H -2.227 2.115 -1.213
```

Summary:
HOMO-LUMO gap = 0.2794 hartree
2S+1 = 1
Total charge = 0
Electronic energy = -64391.8604 eV
ΔE to the lowest compared entry with this formula, charge and spin = 0.012 eV
SMILES string = O=C1/C(=C\c2ccccc2Cl)SC(=S)N1CCC(=O)N1CCCc2ccccc21
E_LUMO = -0.8533 eV
HOMO = -8.455 eV


No. 2
The following is a DFT calculation (ωB97M-V/def2-TZVPD) of a structure of composition C35H43AlClN2Si2 at a distorted geometry.

Geometry as XYZ:
```
84
Properties=species:S:1:pos:R:3
C -0.289 3.439 2.437
C 0.602 3.454 1.248
C -0.105 4.127 0.213
H 1.686 3.316 1.258
C -1.371 4.525 0.699
C -1.505 4.121 2.033
H -2.332 4.356 2.701
H 0.054 3.441 3.475
H 0.298 4.347 -0.773
H -2.103 5.100 0.137
Al -0.292 1.474 1.709
Si 1.089 -3.318 0.347
C 2.615 -2.978 -0.657
C 3.325 -4.072 -1.194
H 2.967 -5.085 -0.999
C 4.465 -3.860 -1.972
H 4.992 -4.711 -2.406
C 4.938 -2.560 -2.191
H 5.837 -2.390 -2.786
C 4.247 -1.471 -1.651
H 4.598 -0.451 -1.822
C 3.074 -1.672 -0.923
H 2.495 -0.803 -0.597
C -0.451 -0.567 0.220
C 0.098 0.776 -0.083
H 1.146 0.873 -0.375
C -0.906 1.595 -0.837
H -0.566 2.349 -1.546
C -2.228 1.644 -0.243
H -2.880 2.496 -0.449
C -2.667 0.523 0.456
H -3.665 0.460 0.894
C -1.877 -0.674 0.296
H -2.313 -1.671 0.425
H 0.194 -1.527 0.248
Si -1.230 -0.091 -1.429
C -2.679 -0.478 -2.619
C -2.689 0.157 -3.862
H -1.870 0.822 -4.145
C -3.736 -0.068 -4.764
H -3.736 0.434 -5.732
C -4.777 -0.936 -4.418
H -5.600 -1.105 -5.114
C -4.763 -1.583 -3.178
H -5.571 -2.261 -2.901
C -3.711 -1.355 -2.279
H -3.710 -1.877 -1.320
C 0.134 -0.664 -2.665
C 1.058 0.235 -3.187
H 1.045 1.294 -2.911
C 2.017 -0.214 -4.108
H 2.728 0.493 -4.538
C 2.077 -1.564 -4.458
H 2.844 -1.918 -5.150
C 1.164 -2.465 -3.908
H 1.220 -3.528 -4.157
C 0.181 -2.010 -3.024
H -0.541 -2.723 -2.608
H 0.485 -4.559 0.052
Cl 1.593 -3.333 2.355
C 2.471 0.201 1.971
N 1.507 0.960 2.796
C 2.299 2.030 3.476
C 0.994 0.061 3.888
C -0.277 0.671 4.441
N -1.314 0.658 3.338
C -1.786 -0.752 3.229
C -2.477 1.474 3.770
H 1.969 -0.643 1.489
H 3.259 -0.208 2.622
H 2.925 0.859 1.220
H 3.091 1.537 4.065
H 2.773 2.689 2.742
H 1.684 2.622 4.162
H 0.840 -0.954 3.498
H 1.755 0.000 4.682
H -0.653 0.070 5.284
H -0.131 1.703 4.791
H -1.973 -1.117 4.250
H -2.727 -0.790 2.673
H -1.038 -1.394 2.747
H -2.953 0.974 4.627
H -2.150 2.472 4.073
H -3.192 1.566 2.944
```

Summary:
HOMO-LUMO gap (spin up / spin down) = 0.1965 / 0.2568 hartree
2S+1 = 1
Total charge = +1
Electronic energy = -74838.3409 eV
E_LUMO (spin up / spin down) = -3.4888 / -2.7585 eV
HOMO (spin up / spin down) = -8.837 / -9.747 eV


No. 3
The following is a DFT calculation (ωB97M-V/def2-TZVPD) of a structure of composition C32H33AlN7O4S.

Geometry as XYZ:
```
78
Properties=species:S:1:pos:R:3
Al -0.662 -0.877 -0.678
O -4.285 -2.473 -0.493
C -3.251 -1.903 -0.817
N -1.985 -2.258 -0.577
C -1.787 -3.551 0.033
C -0.672 -4.308 -0.648
C -0.565 -5.691 -0.524
C 0.453 -6.343 -1.192
C 1.336 -5.598 -1.963
C 1.159 -4.228 -2.013
N 0.179 -3.592 -1.371
C -3.315 -0.642 -1.647
C -4.486 -0.178 -2.216
C -4.403 0.903 -3.077
C -3.163 1.471 -3.343
C -2.047 0.964 -2.705
N -2.134 -0.062 -1.860
H -1.548 -3.452 1.103
H -2.710 -4.131 -0.026
H -1.275 -6.236 0.083
H 0.554 -7.418 -1.121
H 2.133 -6.068 -2.521
H 1.827 -3.605 -2.599
H -5.410 -0.690 -1.992
H -5.293 1.291 -3.556
H -3.058 2.294 -4.034
H -1.059 1.370 -2.865
C -2.149 -0.880 4.633
N -2.218 -0.511 3.221
C -3.457 0.026 2.677
C -1.208 -0.809 2.417
O -1.231 -0.591 1.197
H -3.001 -0.442 5.146
H -1.237 -0.493 5.083
H -2.189 -1.962 4.761
H -3.898 0.707 3.402
H -4.163 -0.775 2.450
H -3.243 0.564 1.757
H -0.333 -1.279 2.874
N -0.260 1.209 -0.320
S 1.039 2.024 -0.704
C 0.557 3.615 -1.357
C 1.552 4.440 -1.864
C 1.198 5.663 -2.408
C -0.138 6.045 -2.455
C -1.122 5.207 -1.955
C -0.778 3.979 -1.404
C 1.860 2.538 0.790
C 3.086 1.954 1.063
C 3.730 2.255 2.257
C 3.142 3.129 3.156
C 1.913 3.715 2.871
C 1.266 3.423 1.683
H -0.832 1.686 0.371
H 2.591 4.137 -1.827
H 1.964 6.317 -2.802
H -0.410 6.997 -2.888
H -2.161 5.505 -1.997
H -1.538 3.308 -1.027
H 3.531 1.274 0.347
H 4.691 1.811 2.480
H 3.644 3.363 4.085
H 1.469 4.409 3.571
H 0.318 3.890 1.445
C 4.295 -1.968 1.689
N 3.382 -1.604 0.611
C 3.828 -1.345 -0.643
C 3.010 -0.993 -1.664
C 1.625 -0.946 -1.342
O 0.648 -0.666 -2.115
N 1.203 -1.216 -0.100
C 2.018 -1.539 0.936
O 1.641 -1.761 2.073
H 5.311 -1.960 1.304
H 4.050 -2.959 2.067
H 4.201 -1.258 2.509
H 4.898 -1.437 -0.777
H 3.375 -0.787 -2.657
```

Summary:
HOMO-LUMO gap = 0.3287 hartree
2S+1 = 1
Total charge = +1
Electronic energy = -69773.6889 eV
ΔE to the lowest compared entry with this formula, charge and spin = 1.464 eV
E_LUMO = -2.0351 eV
HOMO = -10.980 eV


No. 4
The following is a DFT calculation (ωB97M-V/def2-TZVPD) of a structure of composition C36H35Ge2N4O3PdS at a distorted geometry.

Geometry as XYZ:
```
82
Properties=species:S:1:pos:R:3
Pd 13.059 9.603 9.184
N 12.476 7.682 8.394
C 11.291 7.711 7.562
C 11.277 6.556 6.823
C 10.287 6.363 5.878
C 9.308 7.355 5.758
C 9.345 8.498 6.521
C 10.291 8.733 7.462
C 10.240 10.019 8.195
C 9.031 10.607 8.481
C 9.008 11.871 9.104
C 10.154 12.562 9.332
C 11.383 11.988 9.007
C 11.418 10.704 8.517
H 13.209 7.393 7.802
H 12.408 7.050 9.196
H 12.001 5.782 7.046
H 10.151 5.473 5.321
H 8.594 7.238 4.970
H 8.503 9.185 6.373
H 8.034 10.163 8.359
H 8.028 12.384 9.293
H 10.085 13.502 9.822
H 12.300 12.488 9.240
O 23.056 7.013 7.693
S 21.742 6.625 7.196
O 20.830 6.132 8.160
O 21.742 5.967 5.870
C 20.919 8.223 6.700
N 21.517 9.174 5.919
C 20.757 10.135 5.446
C 19.425 10.298 5.788
C 18.894 9.327 6.630
N 19.624 8.300 7.019
C 17.469 9.379 7.116
C 16.548 10.267 6.572
C 15.279 10.321 7.110
N 14.901 9.467 8.094
C 15.786 8.492 8.508
C 17.053 8.435 8.056
H 21.091 10.943 4.754
H 18.922 11.244 5.521
H 16.844 10.993 5.798
H 14.528 11.026 6.743
H 15.386 7.769 9.191
H 17.740 7.631 8.340
C 11.363 7.636 13.945
Ge 11.403 7.493 11.990
C 9.610 7.736 11.102
C 11.907 5.625 11.468
Ge 13.129 9.133 11.626
C 14.965 8.540 12.010
C 15.253 7.263 12.484
C 16.567 6.807 12.610
C 17.613 7.636 12.259
C 17.367 8.944 11.833
C 16.048 9.384 11.702
C 12.620 10.776 12.598
C 11.326 11.250 12.473
C 10.942 12.404 13.107
C 11.857 13.156 13.861
C 13.121 12.671 14.055
C 13.512 11.519 13.359
H 11.086 6.716 14.438
H 10.644 8.390 14.274
H 12.344 7.940 14.388
H 8.987 6.865 11.308
H 9.756 7.829 10.049
H 9.122 8.678 11.350
H 12.548 5.162 12.182
H 12.350 5.525 10.476
H 10.946 5.074 11.418
H 14.428 6.592 12.840
H 16.871 5.896 13.087
H 18.625 7.281 12.333
H 18.169 9.660 11.644
H 15.784 10.358 11.289
H 10.625 10.704 11.862
H 9.888 12.684 13.021
H 11.534 14.066 14.385
H 13.831 13.173 14.700
H 14.513 11.149 13.529
```

Summary:
HOMO-LUMO gap (spin up / spin down) = 0.2379 / 0.1725 hartree
2S+1 = 4
Total charge = 0
Electronic energy = -177344.5713 eV
E_LUMO (spin up / spin down) = -0.8777 / -2.6586 eV
HOMO (spin up / spin down) = -7.352 / -7.352 eV